Record 1
{"formula": "C37H77BF2N4O12", "method": "ωB97M-V with the def2-TZVPD basis set", "symbols": ["C", "C", "C", "C", "C", "C", "C", "C", "F", "C", "O", "C", "F", "C", "B", "O", "O", "C", "C", "O", "H", "H", "H", "H", "H", "H", "H", "H", "H", "H", "H", "H", "H", "H", "H", "H", "H", "C", "O", "C", "C", "N", "C", "C", "O", "C", "H", "H", "H", "H", "H", "H", "H", "H", "H", "H", "H", "H", "H", "H", "H", "C", "O", "C", "C", "N", "C", "C", "O", "C", "H", "H", "H", "H", "H", "H", "H", "H", "H", "H", "H", "H", "H", "H", "H", "C", "O", "C", "C", "N", "C", "C", "O", "C", "H", "H", "H", "H", "H", "H", "H", "H", "H", "H", "H", "H", "H", "H", "H", "C", "O", "C", "C", "N", "C", "C", "O", "C", "H", "H", "H", "H", "H", "H", "H", "H", "H", "H", "H", "H", "H", "H", "H"], "coordinates": [[-6.098386, -7.420915, 2.143961], [-7.145131, -7.321297, 0.854875], [-6.610989, -6.273068, -0.321638], [-6.744442, -6.873973, -1.840957], [-5.437771, -6.505841, -2.817350], [-4.020298, -7.016711, -2.170766], [-2.783259, -5.945001, -2.270654], [-2.430838, -4.961871, -1.170487], [-3.202367, -4.899394, 0.123097], [-1.148116, -3.909807, -1.266876], [-0.904543, -2.988249, -0.299635], [-0.106912, -4.001927, -2.530087], [1.097984, -3.133311, -2.509227], [-0.409085, -4.956253, -3.670957], [0.700092, -4.977402, -4.893114], [0.460425, -4.568100, -6.291089], [2.093691, -5.409496, -4.540889], [2.169711, -6.862910, -4.759618], [-1.768756, -5.882761, -3.598295], [-2.044516, -6.659857, -4.659559], [-6.563823, -6.991087, 3.145640], [-5.798083, -8.549077, 2.382060], [-5.094464, -6.839367, 1.971243], [-8.140538, -6.865767, 1.290650], [-7.261051, -8.420272, 0.452312], [-7.264950, -5.283461, -0.268541], [-5.523973, -5.969795, -0.012739], [-6.927515, -8.030960, -1.768945], [-7.713110, -6.393217, -2.313292], [-5.615967, -7.157496, -3.801438], [-5.452682, -5.389219, -3.168446], [-3.684053, -7.984203, -2.777505], [-4.124253, -7.331242, -1.041482], [-0.482371, -4.261966, -6.443983], [1.281322, -7.471619, -4.266467], [2.190929, -7.029798, -5.937733], [3.185912, -7.258481, -4.300937], [-7.753358, -2.820703, 2.829674], [-6.473944, -3.244506, 3.276722], [-5.525536, -3.392084, 2.209881], [-4.434878, -2.313348, 2.306394], [-4.968547, -0.986605, 1.980604], [-4.048990, 0.110868, 2.302485], [-3.690912, 0.320682, 3.787176], [-4.787920, 0.760078, 4.589857], [-5.611600, -0.288513, 5.083559], [-8.447913, -2.885651, 3.672665], [-7.723728, -1.781229, 2.492963], [-8.124928, -3.463206, 2.026161], [-6.007121, -3.389824, 1.224458], [-5.055771, -4.370790, 2.345182], [-3.625284, -2.557039, 1.610468], [-4.034114, -2.337999, 3.323528], [-5.833164, -0.839168, 2.496711], [-4.522511, 1.030272, 1.937228], [-3.126045, -0.017480, 1.724000], [-2.952785, 1.132182, 3.828636], [-3.199964, -0.550151, 4.233844], [-5.052210, -1.207892, 5.272733], [-6.434976, -0.473529, 4.390341], [-6.054548, 0.045125, 6.027734], [-1.666917, 3.105242, 6.108728], [-1.017498, 2.595022, 4.953612], [-1.194053, 3.424763, 3.796129], [0.135387, 4.087464, 3.401242], [0.532228, 5.107218, 4.377872], [1.906434, 5.589401, 4.197058], [3.045245, 4.569119, 4.393742], [3.187097, 4.113638, 5.740296], [2.342034, 3.022858, 6.083518], [-1.615775, 2.343923, 6.892973], [-1.163060, 4.003852, 6.473950], [-2.719789, 3.323030, 5.907392], [-1.987758, 4.168522, 3.936987], [-1.503940, 2.761643, 2.983052], [0.026132, 4.554409, 2.416781], [0.889092, 3.298686, 3.326809], [0.451538, 4.720016, 5.315546], [2.050027, 6.398369, 4.923620], [1.996258, 6.042137, 3.202117], [3.984599, 5.085843, 4.157751], [2.986908, 3.726487, 3.696992], [2.147585, 2.360061, 5.236846], [1.405851, 3.394980, 6.505200], [2.839962, 2.442640, 6.867354], [2.327329, 8.425088, 2.626977], [3.606742, 8.001286, 3.074027], [4.555150, 7.853708, 2.007184], [5.645809, 8.932443, 2.103697], [5.112139, 10.259186, 1.777907], [6.031696, 11.356659, 2.099789], [6.389775, 11.566473, 3.584480], [5.292766, 12.005869, 4.387160], [4.469086, 10.957279, 4.880862], [1.632773, 8.360140, 3.469968], [2.356959, 9.464562, 2.290266], [1.955758, 7.782585, 1.823464], [4.073565, 7.855967, 1.021761], [5.024915, 6.875002, 2.142485], [6.455403, 8.688753, 1.407772], [6.046573, 8.907793, 3.120832], [4.247523, 10.406623, 2.294014], [5.558175, 12.276064, 1.734531], [6.954641, 11.228312, 1.521303], [7.127902, 12.377974, 3.625939], [6.880723, 10.695640, 4.031148], [5.028476, 10.037899, 5.070037], [3.645711, 10.772262, 4.187645], [4.026138, 11.290916, 5.825038], [6.234085, -3.747070, -10.022633], [5.017922, -3.018722, -9.940056], [3.894256, -3.838091, -9.585915], [3.394251, -3.485434, -8.175898], [4.348471, -3.917894, -7.149432], [4.054771, -3.385455, -5.813809], [4.133362, -1.856972, -5.629106], [5.454502, -1.327224, -5.750555], [5.853256, -1.043744, -7.085608], [6.998225, -3.088023, -10.445726], [6.567937, -4.061564, -9.030466], [6.130185, -4.618576, -10.675466], [4.116828, -4.908159, -9.677588], [3.101055, -3.603649, -10.301960], [2.431043, -3.976642, -8.002449], [3.240638, -2.403346, -8.140253], [5.283170, -3.614928, -7.414419], [4.778885, -3.844834, -5.130019], [3.063297, -3.735499, -5.501730], [3.823713, -1.641027, -4.598297], [3.430856, -1.314069, -6.269913], [5.016397, -0.735804, -7.717116], [6.362052, -1.909727, -7.514479], [6.580446, -0.225670, -7.055094]], "atomic_forces_ev_per_a": [[0.2, -0.3, 0.6], [0.5, 0.6, 0.7], [-0.4, 0.1, 0.5], [0.1, 0.7, 0.2], [-1.0, -1.2, -0.6], [1.0, -0.3, -0.4], [1.4, 2.8, 2.7], [-0.6, -2.0, -1.9], [2.6, -0.2, -4.3], [1.4, 4.2, 4.5], [-1.8, -6.2, -6.3], [-1.0, -2.3, -2.3], [-4.3, -3.0, 0.0], [0.1, 2.8, 3.9], [1.7, -0.2, -1.8], [-1.0, -0.5, 3.6], [-3.9, -0.5, -0.8], [0.7, -1.0, -0.7], [-1.0, -2.7, -3.6], [1.7, 4.7, 6.4], [0.9, -0.8, -2.2], [-0.7, 2.4, -0.6], [-1.9, -1.1, 0.2], [1.8, -1.4, -1.1], [-0.1, 2.4, 0.6], [1.4, -2.0, 0.0], [-1.9, -0.6, -0.9], [0.6, 2.2, -0.3], [2.0, -1.1, 0.8], [0.5, 1.6, 2.0], [0.2, -2.1, 1.0], [-0.6, 2.2, 1.4], [0.2, 0.8, -2.2], [1.6, -0.6, 0.4], [1.7, 1.3, -1.0], [-0.1, 0.0, 2.6], [-2.2, 1.0, -0.9], [0.1, -0.1, 0.4], [-0.2, 0.0, -0.6], [0.6, 0.2, 0.4], [-0.7, 0.0, -0.2], [0.1, -0.1, 0.1], [-0.3, 0.0, 0.2], [0.1, 0.6, -0.3], [0.3, -0.5, 0.0], [-0.2, 0.5, 0.1], [0.2, 0.0, -0.1], [-0.1, 0.0, -0.2], [0.0, 0.1, -0.1], [0.0, 0.2, 0.1], [0.0, 0.0, 0.0], [0.0, 0.0, 0.0], [0.1, -0.2, 0.1], [0.2, -0.1, -0.1], [0.1, 0.0, 0.1], [0.0, -0.1, 0.1], [-0.1, -0.1, 0.0], [-0.2, -0.1, 0.0], [0.0, 0.0, -0.1], [0.0, -0.3, 0.0], [0.1, 0.0, -0.1], [0.1, -0.3, 0.0], [-0.3, 0.5, -0.1], [0.6, -0.2, -0.2], [-0.4, 0.1, 0.6], [0.1, -0.2, -0.2], [-0.1, -0.2, 0.3], [0.2, 0.6, 0.1], [-0.2, -0.2, -0.5], [0.3, 0.2, 0.4], [0.0, 0.0, -0.2], [-0.1, 0.1, 0.1], [0.0, 0.0, 0.0], [0.2, 0.0, 0.2], [0.0, 0.0, 0.0], [0.0, 0.0, 0.0], [0.0, -0.2, -0.2], [0.0, 0.1, -0.3], [0.1, -0.1, -0.1], [0.0, -0.3, 0.2], [-0.1, 0.0, 0.1], [-0.2, -0.1, 0.1], [-0.1, 0.1, 0.0], [-0.2, -0.2, -0.1], [0.0, 0.1, -0.1], [0.1, 0.1, 0.4], [-0.1, 0.1, -0.6], [0.5, 0.2, 0.4], [-0.7, 0.0, -0.1], [0.2, -0.1, 0.2], [-0.3, 0.0, 0.2], [0.0, 0.5, -0.3], [0.4, -0.5, -0.1], [-0.2, 0.5, 0.1], [0.2, 0.0, -0.1], [-0.1, 0.0, -0.2], [0.0, 0.1, -0.1], [0.0, 0.2, 0.2], [0.0, 0.0, 0.0], [0.0, 0.0, 0.0], [0.1, -0.2, 0.1], [0.2, -0.1, -0.1], [0.1, -0.1, 0.1], [0.0, -0.1, 0.1], [-0.1, -0.1, 0.0], [-0.2, -0.1, 0.0], [0.0, 0.0, -0.1], [0.0, -0.3, 0.1], [0.1, 0.0, -0.1], [0.0, 0.4, 0.0], [0.1, -0.6, 0.0], [-0.3, 0.6, 0.4], [0.6, -0.4, -0.3], [-0.1, 0.2, -0.1], [0.2, 0.3, -0.1], [0.2, -0.4, 0.5], [-0.5, 0.1, -0.3], [0.4, 0.1, 0.4], [-0.2, 0.0, 0.1], [0.1, -0.2, 0.0], [0.0, 0.0, 0.1], [0.1, 0.1, 0.1], [0.0, 0.0, 0.0], [0.1, 0.0, 0.0], [-0.2, 0.1, -0.2], [-0.3, -0.1, 0.0], [-0.2, 0.1, 0.0], [0.3, 0.2, -0.2], [0.1, 0.0, -0.1], [0.1, 0.0, -0.2], [0.0, -0.1, 0.0], [-0.1, 0.0, -0.3], [-0.1, -0.1, 0.1]], "lowdin_charge": [-0.15, -0.23, -0.22, -0.20, -0.18, -0.14, 0.00, 0.03, -0.05, -0.09, 0.00, 0.02, 0.00, 0.10, -0.40, 0.09, -0.12, -0.08, -0.13, -0.01, 0.08, 0.08, 0.06, 0.10, 0.10, 0.11, 0.07, 0.11, 0.11, 0.12, 0.12, 0.13, 0.12, 0.13, 0.11, 0.12, 0.12, -0.11, -0.20, -0.21, -0.20, -0.05, -0.19, -0.21, -0.18, -0.10, 0.09, 0.08, 0.08, 0.11, 0.10, 0.11, 0.10, 0.07, 0.12, 0.12, 0.10, 0.11, 0.09, 0.07, 0.09, -0.11, -0.21, -0.21, -0.20, -0.05, -0.20, -0.20, -0.18, -0.10, 0.09, 0.07, 0.09, 0.12, 0.11, 0.12, 0.10, 0.07, 0.12, 0.09, 0.12, 0.11, 0.09, 0.07, 0.09, -0.13, -0.22, -0.19, -0.20, -0.06, -0.20, -0.22, -0.18, -0.10, 0.09, 0.08, 0.09, 0.12, 0.12, 0.12, 0.10, 0.07, 0.12, 0.12, 0.12, 0.11, 0.09, 0.07, 0.09, -0.12, -0.20, -0.20, -0.20, -0.04, -0.19, -0.21, -0.18, -0.10, 0.09, 0.07, 0.09, 0.12, 0.12, 0.11, 0.10, 0.07, 0.12, 0.09, 0.12, 0.11, 0.09, 0.07, 0.09], "charge": 0, "smiles": "CCCCCCC1=C(F)C(=O)C(F)=C(B(O)OC)C1=O.COCCNCCOC.COCCNCCOC.COCCNCCOC.COCCNCCOC"}

=====

Record 2
{"formula": "C17H26F9N4O2", "method": "ωB97M-V with the def2-TZVPD basis set", "symbols": ["C", "C", "C", "C", "N", "C", "C", "C", "N", "N", "N", "C", "C", "C", "F", "F", "C", "F", "F", "C", "F", "F", "C", "F", "F", "F", "H", "H", "H", "H", "H", "H", "H", "H", "H", "H", "H", "H", "H", "H", "H", "H", "C", "O", "C", "C", "O", "C", "H", "H", "H", "H", "H", "H", "H", "H", "H", "H"], "coordinates": [[1.691917, -2.107659, 4.473584], [1.277025, -2.830742, 3.104645], [0.096919, -2.069219, 2.450379], [-1.238323, -2.560834, 2.766839], [-2.368254, -2.013281, 2.232498], [-2.318093, -0.958300, 1.364104], [-3.595461, -0.327049, 0.746201], [-4.932104, -0.688995, 1.495794], [-4.828053, -0.709874, 2.954907], [-5.530637, -1.919793, 0.937463], [-5.914181, 0.408903, 1.158748], [-1.021871, -0.401338, 0.989398], [0.241237, -0.928486, 1.522314], [1.635219, -0.380723, 1.121619], [2.582501, -0.478356, 2.113445], [2.093477, -1.248399, 0.123859], [1.654426, 1.049874, 0.468312], [1.010573, 0.979727, -0.754360], [2.971212, 1.312605, 0.156305], [1.128103, 2.253042, 1.328671], [1.758900, 3.381799, 0.843257], [-0.217189, 2.514230, 1.194376], [1.442163, 2.222935, 2.869217], [1.038246, 3.438299, 3.365558], [2.771930, 2.160642, 3.141405], [0.725631, 1.291594, 3.562673], [2.569317, -1.431356, 4.352455], [0.825647, -1.442694, 4.747734], [1.810657, -2.823414, 5.320288], [2.147933, -2.763614, 2.404067], [1.079399, -3.911289, 3.297384], [-1.341169, -3.435208, 3.441935], [-3.264567, -2.449248, 2.496801], [-3.441196, 0.785972, 0.740348], [-3.636874, -0.655744, -0.330383], [-4.475945, 0.169910, 3.332787], [-5.791421, -0.833288, 3.287224], [-5.394028, -1.895897, -0.079941], [-6.552202, -1.881402, 1.047441], [-6.350843, 0.243667, 0.253038], [-5.463004, 1.321859, 1.212476], [-1.030949, 0.429630, 0.256708], [2.457473, 3.048263, -5.510378], [1.957714, 1.832412, -6.047011], [2.993303, 0.970226, -6.506327], [3.310590, -0.113787, -5.487994], [3.856572, 0.433556, -4.292449], [2.893506, 0.559301, -3.261269], [1.663600, 3.510643, -4.922481], [3.321754, 2.887953, -4.861973], [2.732205, 3.727372, -6.323757], [3.890479, 1.542535, -6.761580], [2.628392, 0.493065, -7.420920], [4.070024, -0.778548, -5.910701], [2.423413, -0.716926, -5.268722], [2.721653, -0.417669, -2.793944], [1.945289, 0.958170, -3.631203], [3.287965, 1.244947, -2.510865]], "atomic_forces_ev_per_a": [[-1.1, 0.4, -0.2], [0.9, 1.0, 0.2], [-1.2, -0.2, -0.5], [1.9, 0.9, -0.9], [1.4, 0.3, -0.4], [1.5, 0.7, -0.5], [0.8, -0.8, 0.7], [-1.7, 2.0, -1.4], [0.2, -1.0, -0.5], [0.6, 0.3, 0.1], [0.6, -0.5, 0.1], [0.5, -1.4, 1.2], [-3.0, -1.1, 1.2], [0.4, -1.6, -1.0], [-1.4, 0.7, -0.8], [-0.6, 1.0, 0.9], [1.3, -0.2, -1.3], [0.1, 0.2, 1.7], [-1.5, -0.3, 0.8], [0.2, 2.0, -0.4], [-0.6, -1.4, 0.6], [1.2, -1.0, 0.1], [0.1, 2.0, 1.8], [0.2, -1.4, -0.8], [-1.7, -0.7, -0.6], [1.1, 0.4, -1.1], [-0.6, -0.8, 0.1], [0.9, -0.5, 0.0], [0.2, 0.5, -0.8], [-0.8, -0.3, 0.6], [-0.3, 0.9, -0.4], [-0.1, 0.8, -0.6], [0.1, 0.7, -0.2], [-0.1, -1.1, 0.1], [-0.1, 0.3, 1.0], [-0.2, -0.2, -0.3], [0.6, 0.2, 0.1], [0.1, -0.2, 0.5], [0.5, -0.1, 0.3], [0.3, 0.4, 0.2], [-0.5, -0.1, -0.2], [0.0, -0.7, 0.7], [-0.1, 0.1, -0.1], [0.3, 0.0, 0.2], [-0.4, -0.2, 0.0], [0.4, 0.2, -0.1], [-0.4, 0.0, 0.0], [0.2, 0.0, 0.0], [0.0, 0.0, -0.1], [0.0, 0.0, 0.0], [0.1, 0.1, 0.1], [0.0, 0.0, 0.1], [0.0, 0.0, 0.0], [0.0, 0.0, 0.0], [0.0, 0.1, 0.0], [-0.1, 0.0, 0.1], [0.0, 0.0, 0.0], [0.1, -0.1, -0.1]], "lowdin_charge": [-0.07, -0.16, -0.09, 0.06, 0.14, -0.13, -0.04, -0.65, 0.07, 0.07, 0.05, 0.10, 0.03, -0.32, 0.12, 0.11, -0.29, 0.12, 0.14, -0.27, 0.14, 0.13, -0.45, 0.15, 0.17, 0.15, 0.07, 0.08, 0.08, 0.11, 0.12, 0.16, 0.16, 0.13, 0.15, 0.09, 0.10, 0.08, 0.09, 0.08, 0.07, 0.12, -0.11, -0.19, -0.20, -0.20, -0.18, -0.13, 0.09, 0.08, 0.09, 0.13, 0.13, 0.13, 0.12, 0.08, 0.08, 0.08], "charge": 1}

=====

In eV, the HOMO values for the records above are, in order, -8.396; -10.772.
In eV, the frontier orbital gap values for the records above are, in order, 5.58; 6.06.
In eV, the E values for the records above are, in order, -76244.938; -52555.363.